1.
Formula: C54H153N7O26
Source: OMol25
Level of theory: the ωB97M-V functional and the def2-TZVPD basis

- total charge = -1
- spin multiplicity = 2
- ⟨S²⟩ = 0.75
- Kohn-Sham gap (alpha / beta) (eV) = 1.37 / 7.84

Atoms and positions in Å:
C  13.587940  16.498750  -1.526170
O  13.933120  17.840440  -1.711010
C  15.312540  18.228820  -1.744520
C  15.529310  19.728250  -1.624180
N  16.937450  20.086580  -1.519270
C  17.647320  19.846440  -2.790090
C  16.874800  20.328160  -4.052940
O  16.584510  21.756660  -4.068420
C  15.469750  22.232140  -4.801830
H  13.832310  16.116170  -0.535200
H  14.094990  15.786890  -2.177520
H  12.511460  16.345850  -1.603090
H  15.735210  17.867250  -2.681920
H  15.867700  17.662590  -0.996680
H  15.057470  20.113900  -0.720450
H  15.032940  20.268520  -2.430300
H  17.032520  21.043230  -1.209620
H  17.936140  18.798730  -2.873640
H  18.562870  20.435780  -2.739610
H  15.984740  19.744540  -4.288000
H  17.536930  20.029460  -4.865630
H  15.265270  23.261140  -4.506120
H  14.520320  21.761260  -4.546970
H  15.736260  22.153760  -5.855830
C  9.949450  17.035480  -3.241990
O  9.642190  17.062440  -1.824310
C  9.861900  18.292400  -1.095400
C  9.529100  17.929190  0.410730
N  9.609890  19.009190  1.476520
C  8.487920  19.936480  1.376120
C  8.341820  20.721440  2.701330
O  8.080260  19.658330  3.597420
C  8.074220  20.048930  4.928430
H  9.734720  16.073780  -3.707950
H  11.021650  17.195680  -3.355260
H  9.460400  17.890170  -3.709360
H  9.172080  19.085810  -1.383060
H  10.886840  18.661800  -1.128910
H  10.294550  17.191090  0.650330
H  8.591750  17.377300  0.480740
H  9.565450  18.635840  2.413930
H  7.514360  19.498530  1.155940
H  8.698170  20.689160  0.616280
H  7.532200  21.448400  2.765750
H  9.277320  21.195240  2.998700
H  7.286250  19.474120  5.415040
H  7.756230  21.067420  5.151300
H  9.051740  19.889610  5.383590
C  13.146500  21.104020  -11.357820
O  13.758390  20.242450  -10.397370
C  13.378840  18.887830  -10.322990
C  13.934890  18.170480  -9.103140
N  13.290640  18.535330  -7.838920
C  13.677630  17.705980  -6.737430
C  12.801220  18.097100  -5.531050
O  13.116860  19.471440  -5.144190
C  12.223710  20.019380  -4.185350
H  13.620220  22.082410  -11.438170
H  12.097640  21.211190  -11.081240
H  13.079670  20.719370  -12.375500
H  13.787710  18.473040  -11.244340
H  12.302240  18.844910  -10.487930
H  15.011690  18.336450  -9.070860
H  13.831310  17.094470  -9.243090
H  13.603780  19.487260  -7.712960
H  14.743990  17.822170  -6.543890
H  13.582540  16.629040  -6.876170
H  12.874160  17.465430  -4.645740
H  11.721230  18.043600  -5.668400
H  11.158970  19.863580  -4.359020
H  12.312320  21.104480  -4.132260
H  12.615660  19.626270  -3.247310
C  4.308950  20.230610  -12.036370
O  4.115360  19.340800  -10.921140
C  4.214520  20.035690  -9.655350
C  4.092510  18.952100  -8.525080
N  4.191280  19.466140  -7.177820
C  5.579370  19.690550  -6.782230
C  5.701130  20.576470  -5.546680
O  7.067970  20.800990  -5.206320
C  7.713220  19.722960  -4.486820
H  5.276710  20.731750  -12.056010
H  3.494370  20.953250  -11.987840
H  4.283680  19.668910  -12.970150
H  3.402240  20.735070  -9.457480
H  5.127020  20.626070  -9.572280
H  4.854080  18.182690  -8.652050
H  3.157000  18.438620  -8.747050
H  3.849790  18.759460  -6.542130
H  6.129560  20.142070  -7.607770
H  5.970090  18.704630  -6.530460
H  5.175460  20.146830  -4.693930
H  5.235260  21.534610  -5.776950
H  7.716020  18.840920  -5.127210
H  7.250080  19.518050  -3.521620
H  8.738570  20.062420  -4.340120
C  9.495910  22.913330  -2.833400
O  10.886340  22.688900  -2.656510
C  11.273610  22.138040  -1.423930
C  12.855280  22.092340  -1.371020
N  13.298650  23.469940  -1.134520
C  14.753170  23.562030  -1.117490
C  15.441280  23.048270  0.245040
O  16.797600  22.783080  -0.081370
C  17.441580  22.241450  1.051500
H  9.014640  21.941840  -2.946000
H  9.316850  23.625880  -3.638590
H  9.042160  23.312050  -1.926080
H  10.968860  21.094850  -1.340430
H  10.908400  22.629520  -0.522170
H  13.299880  21.654120  -2.264540
H  13.137180  21.469080  -0.522390
H  12.914560  24.000790  -1.903140
H  15.015110  24.609470  -1.267030
H  15.150530  23.098120  -2.020250
H  14.977710  22.130880  0.607790
H  15.300090  23.786720  1.034250
H  18.496870  22.111330  0.811660
H  16.942240  21.318930  1.347650
H  17.420010  23.031100  1.802560
C  14.078160  18.509320  -14.360770
O  14.150540  17.120900  -14.608570
C  14.271520  16.715330  -15.946750
C  14.400270  15.130430  -15.976610
N  13.182590  14.435740  -15.577760
C  13.341680  12.956140  -15.541150
C  12.083770  12.338510  -14.882340
O  12.069680  12.907350  -13.568530
C  10.915980  12.356780  -12.790380
H  13.214560  18.955720  -14.853730
H  14.961960  19.010210  -14.755860
H  14.070410  18.795840  -13.309130
H  15.130620  17.205060  -16.405240
H  13.370890  17.004440  -16.488410
H  15.230180  14.813580  -15.344980
H  14.647640  14.706600  -16.949890
H  12.945020  14.579330  -14.606650
H  14.216690  12.791350  -14.912430
H  13.430440  12.484780  -16.519940
H  12.138640  11.250470  -14.846850
H  11.192580  12.599990  -15.452870
H  11.171970  11.326540  -12.543040
H  10.084530  12.358520  -13.495210
H  10.628630  12.950580  -11.922660
C  4.025670  15.218440  -8.918360
O  5.165670  15.846330  -9.380360
C  5.072230  16.274220  -10.732730
C  6.331520  17.054840  -11.060010
N  7.529020  16.166710  -11.080450
C  8.771150  16.900760  -11.093640
C  9.941350  15.965670  -10.777160
O  9.788590  15.376790  -9.493030
C  10.965380  14.829800  -8.962180
H  3.894270  14.257550  -9.415870
H  3.101390  15.741740  -9.163260
H  4.097790  15.127590  -7.834550
H  4.228790  16.936830  -10.926810
H  5.051150  15.447390  -11.442660
H  6.456710  17.891870  -10.373120
H  6.206010  17.481430  -12.055180
H  7.592560  15.616570  -10.235810
H  8.635000  17.734520  -10.404870
H  8.916390  17.348800  -12.076620
H  10.843850  16.574640  -10.724670
H  9.915980  15.224450  -11.575930
H  11.074330  13.793650  -9.282550
H  10.866270  14.861450  -7.877150
H  11.816160  15.503870  -9.061650
C  12.939230  22.072840  -7.519480
O  14.034530  21.456250  -8.102240
H  12.168680  21.361040  -7.223370
H  13.322310  22.616930  -6.656170
H  12.488660  22.830010  -8.161170
H  13.872930  21.170790  -9.004460
C  10.331380  24.763300  -10.502480
O  11.217860  23.659310  -10.854940
H  9.914970  25.233660  -11.393250
H  9.572570  24.478330  -9.773710
H  11.042380  25.492250  -10.113620
H  10.789580  23.113470  -11.518440
C  13.853770  14.694280  -11.643190
O  14.884340  15.252480  -10.907960
H  13.601250  13.653710  -11.439360
H  12.967720  15.329040  -11.652780
H  14.183060  14.698550  -12.682250
H  15.689850  14.773520  -11.116170
C  16.247260  23.337470  -11.016700
O  15.984520  23.888540  -12.323620
H  15.359080  23.317650  -10.385160
H  16.630740  22.319410  -11.084450
H  17.055130  23.855540  -10.499930
H  15.741850  24.810350  -12.209630
C  13.679610  14.318980  -4.738830
O  12.911330  14.034290  -5.970800
H  14.697590  13.985800  -4.940820
H  13.639810  15.381510  -4.498930
H  13.449360  13.702430  -3.869950
H  13.411200  14.256490  -6.759690
C  9.874610  19.788720  -8.399650
O  10.298330  18.450590  -8.502940
H  8.824990  19.860020  -8.684810
H  9.841630  20.226650  -7.402040
H  10.479490  20.444570  -9.025820
H  11.253550  18.397800  -8.423190
C  14.687920  13.061200  -8.477920
O  14.368380  14.439030  -8.414500
H  14.046270  12.424660  -7.868660
H  14.669240  12.602100  -9.466340
H  15.699350  13.081030  -8.072040
H  14.718430  14.800330  -9.232130
C  17.503510  21.009020  -8.140500
O  18.940230  21.155370  -7.948410
H  17.230650  20.061790  -8.605680
H  16.995070  21.010320  -7.176340
H  17.086410  21.832340  -8.720390
H  19.091540  21.570530  -7.096150
C  11.038850  21.935490  -14.172050
O  10.295390  22.367750  -12.996920
H  11.892710  22.593070  -14.335190
H  11.329670  20.893780  -14.036550
H  10.434820  21.942230  -15.079350
H  9.509770  21.824450  -12.900850
C  16.933260  19.442950  -11.661540
O  18.268270  19.154280  -11.217560
H  16.984370  20.199090  -12.444950
H  16.441260  18.555920  -12.060550
H  16.311430  19.734410  -10.815090
H  18.605040  18.477530  -11.809330
C  17.126880  16.165160  -5.947540
O  16.955610  16.500720  -4.617150
H  17.184050  17.021110  -6.619980
H  18.034030  15.586990  -6.123340
H  16.279420  15.565640  -6.279940
H  17.756900  16.956500  -4.349190
C  7.532940  16.586630  -7.556530
O  8.650230  16.910560  -6.711320
H  7.586780  15.674630  -8.151050
H  6.672840  16.523620  -6.889920
H  7.425050  17.482460  -8.168050
H  9.299820  17.422570  -7.198640

Forces on atoms 1 to 3 (eV/Å):
C 0.4940 -0.7184 0.5217
O -0.3728 1.2367 -0.0761
C -0.0170 -1.2771 -0.3662

Here are the Löwdin charges for atoms 1 to 2, given in e: -0.118 -0.191


2.
Formula: C44H45N7OPPbS
Source: OMol25
Level of theory: the ωB97M-V functional and the def2-TZVPD basis

- total charge = +3
- energy above the lowest of the compared OMol25 structures with the same formula, charge and spin (kcal/mol) = 43.8
- Kohn-Sham gap (alpha / beta) (eV) = 3.04 / 3.17

Atoms and positions in Å:
Pb  -16.362088  -10.293706  13.586294
O  -13.443725  -12.151237  11.012250
C  -14.425595  -11.572171  11.449021
N  -14.910143  -11.776554  12.704089
C  -14.134839  -12.693145  13.524874
C  -13.893114  -12.176148  14.945341
C  -12.957419  -12.868645  15.742801
C  -12.644418  -12.389237  16.987364
C  -13.303556  -11.206384  17.414497
C  -14.198323  -10.575118  16.562416
N  -14.491329  -11.053225  15.362953
C  -15.110804  -10.603791  10.574963
C  -14.738819  -10.574382  9.217330
C  -15.482164  -9.843753  8.330560
C  -16.602469  -9.110238  8.844615
C  -16.871830  -9.162924  10.198952
N  -16.134171  -9.915471  11.044922
H  -13.204604  -12.914361  13.000487
H  -14.681909  -13.667355  13.568765
H  -12.425103  -13.724722  15.340270
H  -11.886943  -12.888196  17.621747
H  -13.128747  -10.794617  18.394235
H  -14.663717  -9.630279  16.863671
H  -13.869318  -11.188301  8.915499
H  -15.263955  -9.803160  7.256346
H  -17.283914  -8.526735  8.240719
H  -17.678231  -8.640208  10.660497
N  -18.368224  -11.215402  12.191031
C  -19.121651  -12.436203  12.626673
C  -20.379410  -12.119013  13.468418
C  -20.188995  -12.455451  14.966414
C  -19.335089  -11.491002  15.766462
N  -17.877519  -11.667553  15.574087
H  -19.064965  -10.451594  11.984024
H  -17.939488  -11.460616  11.295720
H  -18.465412  -13.003212  13.271307
H  -19.404220  -13.074706  11.781402
H  -21.175101  -12.835259  13.088997
H  -20.754048  -11.083009  13.328753
H  -19.802848  -13.490415  15.047038
H  -21.189370  -12.459825  15.431312
H  -19.684902  -11.580021  16.804857
H  -19.538380  -10.421544  15.479110
H  -17.633354  -12.665045  15.690849
H  -17.378694  -11.252099  16.396254
S  -12.474882  -3.866518  12.846840
C  -13.085050  -5.466331  12.998700
C  -12.683649  -6.553533  12.235825
C  -13.242285  -7.816455  12.517165
N  -14.212975  -7.993493  13.390452
C  -14.672139  -6.935503  14.044702
C  -14.123244  -5.661086  13.933161
C  -11.059153  -4.055361  13.803832
C  -10.070503  -4.959976  13.390804
C  -9.047380  -5.276650  14.261001
N  -8.969361  -4.709732  15.474191
C  -9.841235  -3.773863  15.802285
C  -10.923137  -3.406624  15.006007
H  -11.789445  -6.494883  11.574682
H  -12.864938  -8.711088  12.031910
H  -15.535473  -7.081425  14.678798
H  -14.535572  -4.832583  14.498712
H  -10.145568  -5.516794  12.461533
H  -8.280140  -6.005658  14.025571
H  -9.655802  -3.324962  16.778411
H  -11.729078  -2.766967  15.374113
C  -23.155541  -5.772804  17.484887
C  -22.528528  -6.900841  17.976099
C  -21.451412  -7.443632  17.295805
C  -21.020115  -6.923518  16.097863
C  -21.657742  -5.794689  15.563133
C  -22.800342  -5.329660  16.214759
P  -19.515316  -7.681218  15.393128
C  -18.261030  -6.555485  16.009623
C  -17.271335  -7.085417  16.858314
C  -16.283186  -6.284579  17.436071
C  -16.294411  -4.908407  17.207707
C  -17.320251  -4.326722  16.470300
C  -18.241129  -5.136722  15.819771
C  -19.682914  -7.130752  13.664913
C  -18.592680  -6.667089  12.971875
C  -18.699830  -6.151971  11.674251
C  -19.956881  -6.148016  11.031228
C  -21.080176  -6.633577  11.725741
C  -20.917050  -7.200704  12.975025
H  -24.026895  -5.356213  18.017217
H  -22.849881  -7.364721  18.882490
H  -20.912391  -8.300606  17.745624
H  -21.260446  -5.305390  14.648975
H  -23.372942  -4.549204  15.744137
H  -17.324461  -8.151934  17.110094
H  -15.576229  -6.761339  18.109048
H  -15.504143  -4.303663  17.619998
H  -17.309197  -3.253718  16.353734
H  -18.922077  -4.693292  15.091050
H  -17.648699  -6.616976  13.529493
H  -17.843915  -5.756686  11.165495
H  -20.045263  -5.694069  10.041563
H  -22.084624  -6.598211  11.289077
H  -21.791466  -7.624884  13.458388

Forces on atoms 1 to 3 (eV/Å):
Pb -1.1230 1.8446 0.9751
O 0.0689 -0.3453 0.4950
C 1.0607 0.2874 -1.5242

Here are the Löwdin charges for atoms 1 to 2, given in e: 1.340 0.192


3.
Formula: C5H6BNO8
Source: OMol25
Level of theory: the ωB97M-V functional and the def2-TZVPD basis

- total charge = -2
- energy above the lowest of the compared OMol25 structures with the same formula, charge and spin (kcal/mol) = 58.4
- Kohn-Sham gap (eV) = 7.17

Atoms and positions in Å:
B  -0.252645  -1.256206  1.645222
C  0.256361  1.325604  1.821382
C  -2.066037  0.556512  1.452524
C  0.188255  0.957975  -1.620184
C  -0.745285  -0.057935  -1.021963
C  -0.607205  0.182155  1.144742
N  -0.272950  -1.366359  -1.159908
O  0.294082  2.429150  1.282471
O  -2.752335  1.325774  0.720901
O  0.769636  0.823717  2.830793
O  -2.581810  0.037558  2.476729
O  -1.091973  -2.266512  -0.994442
O  0.899820  -1.565360  -1.483415
O  -1.121096  -2.038622  2.389419
O  1.012432  -1.785447  1.366083
H  -0.044951  1.213668  -2.628702
H  1.077368  0.371506  -1.523107
H  0.349587  1.905855  -1.164859
H  -1.779615  0.072826  -1.022924
H  -2.006434  -1.635050  2.429793
H  0.964595  -2.654439  1.589123

Forces on atoms 1 to 3 (eV/Å):
B 0.4380 -0.4855 0.7615
C 0.0889 -1.2817 -1.7150
C -2.4600 0.8305 -0.9836

Here are the Löwdin charges for atoms 1 to 2, given in e: -0.669 -0.689


no.,F_max (eV/A),DFT total energy (eV)
1,2.73,-122127.89597
2,3.58,-84181.39394
3,4.32,-23827.87619